Below is the ion C5H9N4O2 with charge +1 in a non-equilibrium geometry, with properties calculated with ωB97M-V with the def2-TZVPD basis set.

Last column: natural (NBO) charge in e.
Cartesian coordinates (Å):
N  -1.704  0.455  -3.705  -0.842
C  -1.007  -0.062  -2.641  0.588
N  -0.920  0.784  -1.390  -0.407
C  -0.063  -0.123  -0.527  0.452
C  0.265  0.549  0.931  -0.491
C  0.628  -0.516  2.124  -0.520
C  1.194  0.407  3.399  0.769
O  2.422  0.214  3.950  -0.501
O  0.277  1.500  3.862  -0.719
N  0.347  -1.428  -1.174  -0.380
N  -0.244  -1.353  -2.443  -0.381
H  -2.503  0.007  -4.204  0.452
H  -1.453  1.443  -4.000  0.457
H  1.184  1.305  0.850  0.278
H  -0.658  1.191  1.327  0.290
H  -0.323  -1.086  2.566  0.265
H  1.457  -1.298  1.861  0.248
H  0.333  2.232  3.162  0.492
H  0.949  -2.161  -0.739  0.484
H  -0.181  -2.059  -3.209  0.465

Results
LUMO, eV: -4.586
SMILES: Nc1nc(CCC(=O)O)[nH][nH+]1
Gap between HOMO and LUMO, eV: 8.8
2S+1: 1
Net charge: +1